# 1
{"formula": "C4H6ClN2O2S", "method": "ωB97M-V/def2-TZVPD", "species": ["C", "C", "C", "C", "N", "N", "O", "O", "S", "Cl", "H", "H", "H", "H", "H", "H"], "positions_angstrom": [[2.588, 0.325, -0.001], [0.829, -1.290, 0.034], [-1.446, -0.876, -0.181], [-0.099, 0.995, 0.155], [-0.229, -0.420, -0.018], [2.077, -0.871, 0.172], [4.952, -1.028, -0.023], [5.071, 1.440, -0.117], [4.324, 0.276, 0.055], [0.598, -3.002, 0.029], [-2.312, -0.304, -0.097], [-1.627, -1.992, -0.369], [-0.909, 1.545, 0.614], [0.919, 1.155, 0.613], [0.032, 1.748, -0.621], [2.719, -1.741, 0.058]], "de_lowest_kcal_mol": 138.0, "total_charge": 1, "e_homo_ha": [-0.4797, -0.4754]}

---

# 2
{"formula": "C9H13Cl2N2", "method": "ωB97M-V/def2-TZVPD", "species": ["C", "C", "C", "C", "C", "C", "C", "C", "C", "N", "N", "Cl", "Cl", "H", "H", "H", "H", "H", "H", "H", "H", "H", "H", "H", "H", "H"], "positions_angstrom": [[-1.132, 1.949, 0.641], [0.200, 2.187, 0.963], [-1.464, 0.699, 0.001], [1.164, 1.301, 0.503], [-0.389, -0.081, -0.711], [-1.032, -0.666, 0.491], [-0.113, -0.785, 1.735], [-2.055, -1.764, 0.360], [1.910, 0.196, -1.539], [0.922, 0.480, -0.572], [1.655, -0.940, -2.302], [1.901, 1.699, -2.531], [3.547, -0.002, -0.670], [-1.873, 2.584, 1.025], [0.488, 2.937, 1.685], [-2.406, 0.635, -0.581], [2.219, 1.381, 0.737], [-0.694, -0.397, -1.780], [-0.596, -0.254, 2.617], [0.856, -0.405, 1.633], [-0.186, -1.819, 1.871], [-1.632, -2.767, -0.089], [-2.814, -1.377, -0.284], [-2.394, -1.910, 1.399], [2.368, -1.211, -2.968], [1.552, -1.670, -1.633]], "smiles": "CC1(C)[C@H]2C=CC=[N+](C(N)(Cl)Cl)[C@H]21", "de_lowest_kcal_mol": 32.6, "total_charge": 1, "e_homo_ha": -0.5004}

---

# 3
{"formula": "C5H4O5", "method": "ωB97M-V/def2-TZVPD", "species": ["C", "O", "C", "O", "O", "O", "C", "C", "O", "C", "H", "H", "H", "H"], "positions_angstrom": [[-1.780, -0.669, -1.980], [-1.877, -1.819, -2.283], [-2.598, 0.516, -2.579], [-2.066, 1.080, -3.548], [-3.680, 0.725, -2.005], [0.758, -1.160, 0.632], [0.088, -0.179, 0.079], [1.696, -0.694, 1.642], [0.456, 0.966, 0.597], [1.471, 0.810, 1.629], [2.702, -0.998, 1.333], [1.424, -1.164, 2.592], [2.350, 1.390, 1.327], [1.057, 1.197, 2.565]], "multiplicity": 2, "de_lowest_kcal_mol": 20.2, "total_charge": -1, "e_homo_ha": [-0.0697, -0.1622]}

---

# 4
{"formula": "C36H18F15GeN4SZr", "method": "ωB97M-V/def2-TZVPD", "species": ["Zr", "C", "N", "C", "C", "C", "C", "C", "C", "N", "C", "C", "C", "C", "C", "C", "N", "C", "C", "C", "C", "C", "N", "H", "H", "H", "H", "H", "H", "H", "H", "H", "H", "H", "H", "H", "H", "H", "H", "H", "H", "F", "C", "C", "C", "F", "C", "F", "C", "F", "C", "F", "Ge", "S", "C", "C", "F", "C", "F", "C", "F", "C", "F", "C", "F", "C", "C", "F", "C", "F", "C", "F", "C", "F", "C", "F"], "positions_angstrom": [[0.949, 0.307, 0.465], [3.321, 1.528, 2.115], [2.057, 0.780, 2.423], [2.336, -0.534, 3.083], [2.824, -1.541, 2.064], [3.664, -2.588, 2.384], [3.984, -3.512, 1.399], [3.470, -3.360, 0.116], [2.662, -2.278, -0.147], [2.345, -1.386, 0.816], [1.118, 1.638, 3.205], [0.564, 2.716, 2.297], [0.002, 3.865, 2.804], [-0.466, 4.825, 1.916], [-0.343, 4.607, 0.551], [0.209, 3.424, 0.111], [0.648, 2.477, 0.970], [3.759, 1.501, 0.665], [5.017, 1.956, 0.330], [5.403, 1.972, -1.002], [4.520, 1.513, -1.970], [3.283, 1.061, -1.574], [2.893, 1.070, -0.278], [4.128, 1.136, 2.735], [3.181, 2.571, 2.403], [1.409, -0.899, 3.534], [3.064, -0.421, 3.888], [4.052, -2.687, 3.390], [4.634, -4.346, 1.631], [3.704, -4.063, -0.671], [2.246, -2.106, -1.133], [1.626, 2.100, 4.055], [0.312, 1.017, 3.604], [-0.054, 4.018, 3.874], [-0.907, 5.741, 2.288], [-0.675, 5.340, -0.171], [0.304, 3.202, -0.942], [5.691, 2.299, 1.105], [6.384, 2.334, -1.281], [4.783, 1.500, -3.018], [2.567, 0.689, -2.294], [-1.657, -2.074, -4.173], [-2.561, -1.094, -4.312], [-2.884, -0.290, -3.226], [-3.751, 0.771, -3.449], [-4.041, 1.620, -2.452], [-4.337, 0.990, -4.680], [-5.177, 1.990, -4.864], [-4.024, 0.140, -5.733], [-4.570, 0.331, -6.909], [-3.125, -0.904, -5.556], [-2.812, -1.689, -6.569], [-2.076, -0.578, -1.534], [-0.043, 0.413, -1.759], [-1.786, -2.430, -1.016], [-0.881, -2.745, -0.033], [-0.226, -1.700, 0.657], [-0.569, -4.006, 0.410], [0.323, -4.206, 1.376], [-1.238, -5.072, -0.178], [-0.982, -6.297, 0.213], [-2.189, -4.826, -1.159], [-2.840, -5.833, -1.694], [-2.457, -3.521, -1.558], [-3.406, -3.352, -2.465], [-3.046, 0.141, 0.007], [-4.438, 0.155, 0.002], [-5.102, -0.267, -1.066], [-5.191, 0.576, 1.090], [-6.501, 0.580, 1.029], [-4.557, 0.988, 2.254], [-5.254, 1.389, 3.288], [-3.171, 0.961, 2.318], [-2.523, 1.330, 3.419], [-2.496, 0.537, 1.200], [-1.083, 0.504, 1.383]], "total_charge": 3, "e_homo_ha": -0.5860}

---

# 5
{"formula": "C37H70INO17P2S", "method": "ωB97M-V/def2-TZVPD", "species": ["C", "O", "C", "C", "O", "C", "P", "S", "C", "C", "C", "C", "C", "N", "P", "O", "I", "H", "H", "H", "H", "H", "H", "H", "H", "H", "H", "H", "H", "H", "H", "O", "C", "O", "C", "C", "C", "H", "H", "H", "H", "H", "H", "H", "H", "O", "C", "O", "C", "C", "C", "H", "H", "H", "H", "H", "H", "H", "H", "O", "C", "O", "C", "C", "C", "H", "H", "H", "H", "H", "H", "H", "H", "O", "C", "O", "C", "C", "C", "H", "H", "H", "H", "H", "H", "H", "H", "O", "C", "O", "C", "C", "C", "H", "H", "H", "H", "H", "H", "H", "H", "O", "C", "O", "C", "C", "C", "H", "H", "H", "H", "H", "H", "H", "H", "O", "C", "O", "C", "C", "C", "H", "H", "H", "H", "H", "H", "H", "H"], "positions_angstrom": [[-1.033, 3.979, 2.765], [-1.386, 3.197, 1.622], [-1.462, 4.017, 0.443], [-3.004, 4.225, 0.089], [-3.775, 3.652, 1.168], [-4.880, 2.867, 0.694], [-6.519, 3.821, 0.619], [-7.231, 3.862, -1.214], [-3.434, 5.745, 0.036], [-2.767, 6.798, 0.777], [-3.162, 8.204, 0.788], [-4.351, 8.461, -0.051], [-4.891, 7.317, -0.757], [-4.503, 6.028, -0.751], [-0.500, 3.005, -0.859], [-0.186, 4.102, -2.136], [-1.894, 1.161, -1.665], [-1.515, 4.987, 2.793], [0.077, 4.111, 2.781], [-1.337, 3.453, 3.709], [-0.877, 4.961, 0.586], [-3.237, 3.770, -0.904], [-4.699, 2.327, -0.266], [-5.046, 2.067, 1.475], [-7.484, 3.148, 1.417], [-6.370, 5.141, 1.156], [-1.880, 6.514, 1.396], [-2.657, 8.987, 1.386], [-4.797, 9.476, -0.131], [-5.787, 7.539, -1.393], [-0.177, 4.973, -1.692], [-5.811, -0.515, 1.818], [-4.799, -1.106, 2.098], [-4.221, -0.908, 3.297], [-3.135, -1.693, 3.803], [-1.804, -1.158, 3.314], [-4.110, -1.991, 1.096], [-3.272, -2.752, 3.572], [-3.177, -1.607, 4.891], [-1.723, -1.212, 2.227], [-0.978, -1.723, 3.750], [-1.694, -0.106, 3.588], [-3.481, -1.378, 0.451], [-4.870, -2.485, 0.492], [-3.515, -2.784, 1.543], [0.021, -1.993, -1.770], [0.688, -2.057, -2.769], [2.021, -1.872, -2.696], [2.927, -2.118, -3.777], [3.026, -0.914, -4.690], [0.050, -2.246, -4.120], [2.660, -3.030, -4.315], [3.901, -2.305, -3.319], [2.072, -0.685, -5.156], [3.761, -1.086, -5.478], [3.321, -0.029, -4.120], [-0.282, -1.279, -4.497], [-0.814, -2.901, -4.003], [0.698, -2.722, -4.853], [2.005, -0.173, -7.276], [2.418, 0.808, -7.839], [2.497, 0.824, -9.182], [2.784, 1.995, -9.955], [4.277, 2.217, -10.082], [2.938, 1.988, -7.061], [2.264, 2.867, -9.554], [2.363, 1.813, -10.944], [4.743, 2.389, -9.110], [4.486, 3.077, -10.721], [4.757, 1.335, -10.511], [3.977, 1.804, -6.784], [2.339, 2.093, -6.156], [2.862, 2.935, -7.591], [0.977, 6.576, 2.951], [2.009, 6.024, 3.239], [2.559, 6.226, 4.448], [3.667, 5.476, 4.962], [4.987, 6.064, 4.505], [2.747, 5.182, 2.230], [3.572, 4.417, 4.715], [3.600, 5.546, 6.048], [5.089, 6.027, 3.419], [5.823, 5.522, 4.949], [5.055, 7.114, 4.794], [3.359, 5.830, 1.602], [2.014, 4.669, 1.607], [3.369, 4.407, 2.673], [-4.350, -5.687, 1.262], [-4.479, -6.044, 2.404], [-3.830, -5.391, 3.390], [-4.059, -5.606, 4.789], [-3.232, -6.765, 5.298], [-5.279, -7.271, 2.748], [-5.124, -5.723, 5.002], [-3.744, -4.691, 5.294], [-3.505, -7.699, 4.806], [-3.360, -6.892, 6.374], [-2.175, -6.593, 5.086], [-4.650, -8.153, 2.623], [-6.124, -7.332, 2.061], [-5.699, -7.258, 3.751], [8.690, -1.422, 1.782], [7.853, -1.562, 0.931], [7.078, -0.518, 0.576], [6.193, -0.522, -0.551], [4.848, -1.118, -0.192], [7.588, -2.912, 0.316], [6.655, -1.015, -1.410], [6.059, 0.524, -0.832], [4.938, -2.163, 0.109], [4.163, -1.062, -1.041], [4.407, -0.582, 0.650], [6.914, -3.473, 0.963], [8.536, -3.444, 0.238], [7.177, -2.866, -0.691], [-1.728, -9.028, 2.371], [-0.938, -8.242, 1.912], [-0.421, -7.280, 2.696], [0.662, -6.422, 2.318], [0.161, -5.218, 1.545], [-0.589, -8.258, 0.447], [1.432, -6.976, 1.778], [1.119, -6.085, 3.249], [-0.319, -5.510, 0.610], [0.984, -4.540, 1.312], [-0.587, -4.676, 2.128], [-1.346, -7.703, -0.106], [-0.583, -9.294, 0.107], [0.397, -7.857, 0.224]], "smiles": "CO[C@H]([C@@H](OC[PH2]=S)c1ccccn1)P(O)I.CCOC(C)=O.CCOC(C)=O.CCOC(C)=O.CCOC(C)=O.CCOC(C)=O.CCOC(C)=O.CCOC(C)=O", "de_lowest_kcal_mol": 0.0, "e_homo_ha": -0.2803}

---

# 6
{"formula": "C5H13N2", "method": "ωB97M-V/def2-TZVPD", "species": ["C", "C", "C", "C", "C", "N", "N", "H", "H", "H", "H", "H", "H", "H", "H", "H", "H", "H", "H", "H"], "positions_angstrom": [[-0.376, -1.904, 1.483], [-0.472, -0.164, -1.968], [-1.033, 0.295, 1.904], [0.832, -0.111, 0.441], [0.263, 0.732, -0.979], [1.372, 1.371, -1.624], [-0.152, -0.671, 1.308], [0.162, -2.527, 0.769], [-1.166, -2.191, 2.114], [-1.138, 0.493, -2.662], [0.077, -0.795, -2.610], [-1.219, -0.797, -1.252], [-0.669, 0.654, 2.841], [-2.070, -0.103, 2.106], [-0.940, 1.197, 1.240], [1.519, 0.658, 0.737], [1.463, -0.787, -0.107], [-0.375, 1.506, -0.587], [1.748, 2.268, -1.253], [2.173, 0.875, -1.902]], "smiles": "C=[N+](C)C[C@H](C)N", "de_lowest_kcal_mol": 81.0, "total_charge": 1, "e_homo_ha": -0.4793}

---

# 7
{"formula": "C3H7N2", "method": "ωB97M-V/def2-TZVPD", "species": ["C", "C", "C", "N", "N", "H", "H", "H", "H", "H", "H", "H"], "positions_angstrom": [[-0.111, -1.000, -1.094], [-1.268, -0.207, -1.558], [1.009, 0.781, 1.923], [1.635, 0.590, 0.775], [0.851, -0.857, -0.362], [-0.101, -2.028, -1.506], [-1.357, -0.313, -2.638], [-1.174, 0.841, -1.284], [-2.167, -0.639, -1.113], [-0.033, 0.454, 2.054], [1.077, 1.897, 2.008], [1.639, 0.482, 2.793]], "de_lowest_kcal_mol": 154.6, "total_charge": 1, "e_homo_ha": [-0.5609, -0.5891]}

---

# 8
{"formula": "C18H21BrO3", "method": "ωB97M-V/def2-TZVPD", "species": ["C", "O", "C", "C", "C", "C", "C", "C", "O", "C", "C", "C", "H", "O", "C", "C", "C", "C", "C", "C", "C", "H", "H", "H", "H", "C", "H", "H", "H", "H", "Br", "H", "H", "H", "H", "H", "H", "H", "H", "H", "H", "H", "H"], "positions_angstrom": [[1.597, 3.276, 1.932], [1.497, 1.924, 2.232], [1.783, 1.006, 1.351], [1.802, -0.369, 1.960], [2.080, -1.644, 1.109], [2.207, -1.458, -0.053], [2.034, -0.274, -0.558], [1.766, 1.020, -0.134], [1.595, 2.228, -0.788], [0.604, 2.196, -1.612], [-0.837, 2.637, -0.870], [-2.056, 2.010, -1.815], [-1.881, 2.135, -2.843], [-1.897, 0.599, -1.877], [-1.736, -0.391, -1.020], [-2.235, -0.331, 0.554], [-1.837, -1.460, 1.397], [-1.206, -2.482, 1.053], [-0.676, -2.433, -0.419], [-1.069, -1.497, -1.158], [-0.664, -1.692, -2.796], [-0.143, -2.492, -2.685], [-1.499, -1.621, -3.294], [-0.097, -0.774, -2.846], [-0.255, -3.254, -0.923], [-0.790, -3.477, 1.965], [-0.435, -3.252, 2.876], [-1.754, -3.855, 2.223], [-0.258, -4.264, 1.679], [-2.182, -1.228, 2.433], [-3.254, 1.226, 1.069], [-2.931, 2.208, -1.396], [-0.916, 3.533, -0.651], [-0.756, 1.773, 0.039], [0.744, 3.012, -2.270], [0.569, 1.520, -2.155], [2.312, -0.051, -1.961], [2.529, -2.221, -0.416], [2.130, -2.373, 1.779], [1.480, -0.252, 3.149], [0.812, 3.569, 1.381], [2.352, 3.473, 1.554], [1.472, 3.801, 2.808]], "de_lowest_kcal_mol": 410.5, "e_homo_ha": -0.2747}

---

F_max for every record listed, in sequence, given in eV/Å: 4.5, 3.8, 0.9, 2.0, 4.0, 4.7, 3.3, 18.8.